(1)
{
  "formula": "C9H13N4",
  "method": "wB97M-V/def2-TZVPD",
  "gap_ev": 9.44,
  "lumo_energy_ev": -2.928,
  "charge": 1,
  "smiles": "N[C@H]1C=C[N@@H+](N)N1c1ccccc1",
  "homo_energy_ev": -12.367,
  "multiplicity": 1,
  "species": ["C", "C", "C", "C", "C", "C", "C", "C", "C", "N", "N", "N", "N", "H", "H", "H", "H", "H", "H", "H", "H", "H", "H", "H", "H", "H"],
  "coordinates": [[-3.7062, 0.2693, 0.3486], [-3.1158, -0.8931, 0.6085], [-3.0505, 1.2458, -0.3441], [-1.7690, -1.0633, 0.4233], [-1.6904, 1.1036, -0.5721], [-1.0764, -0.0872, -0.2239], [1.8747, -0.7029, 1.2094], [1.8878, 0.6082, 1.1633], [1.1991, -1.2448, -0.0240], [0.3098, -0.1322, -0.4339], [2.0483, -1.6037, -1.0960], [1.8085, 1.7412, -0.9573], [1.0913, 1.1674, 0.0181], [-4.6755, 0.5689, 0.8118], [-3.6517, -1.4743, 1.3029], [-3.5530, 2.0916, -0.7771], [-1.3431, -1.9759, 0.7771], [-1.1302, 1.9158, -0.9927], [2.2617, -1.3231, 1.9108], [2.2897, 1.3736, 1.8328], [0.6337, -2.0815, 0.2630], [1.9050, -0.8518, -1.8803], [2.0841, -2.5949, -1.4274], [1.1491, 1.8784, -1.6792], [2.7618, 1.5406, -1.1163], [0.3910, 1.7434, 0.4703]],
  "mulliken_charge": [-0.333, -0.885, -0.729, -0.405, -0.266, 0.925, -0.393, -0.564, -0.151, 0.027, -0.550, -0.647, 0.273, 0.327, 0.356, 0.405, 0.232, 0.329, 0.582, 0.511, 0.366, 0.295, 0.271, 0.266, 0.271, 0.489]
}



(2)
{
  "formula": "H12O6",
  "method": "wB97M-V/def2-TZVPD",
  "gap_ev": 11.41,
  "lumo_energy_ev": 0.551,
  "smiles": "O.O.O.O.O.O",
  "homo_energy_ev": -10.857,
  "multiplicity": 1,
  "species": ["O", "H", "H", "O", "H", "H", "O", "H", "H", "O", "H", "H", "O", "H", "H", "O", "H", "H"],
  "coordinates": [[-1.2315, 1.6704, 0.7369], [-0.8511, 1.0782, 1.3937], [-0.4669, 2.2366, 0.6721], [-2.2089, -1.9171, -0.0761], [-2.4485, -2.8269, -0.2271], [-2.3013, -1.3882, -0.9138], [1.1949, 1.0717, 1.7141], [1.0985, 0.1287, 1.4448], [2.1177, 1.2894, 1.9024], [0.5066, -1.1813, 0.6959], [0.0761, -0.9777, -0.2063], [0.0635, -1.9785, 0.9581], [2.0785, 0.8475, -1.5181], [1.8977, -0.0948, -1.3867], [3.0520, 0.8325, -1.4417], [-0.7627, 0.0153, -1.3382], [-0.8299, 0.7814, -1.9193], [-0.9848, 0.4127, -0.4907]],
  "mulliken_charge": [-0.742, 0.393, 0.333, -0.628, 0.293, 0.332, -0.677, 0.411, 0.256, -0.664, 0.401, 0.261, -0.581, 0.299, 0.287, -0.707, 0.273, 0.459]
}



(3)
{
  "formula": "C10H16Cl4MnO5",
  "method": "wB97M-V/def2-TZVPD",
  "gap_ev": [3.24, 5.24],
  "lumo_energy_ev": [3.263, 4.525],
  "charge": -2,
  "homo_energy_ev": [0.023, -0.716],
  "multiplicity": 4,
  "species": ["C", "C", "C", "C", "C", "C", "C", "C", "C", "C", "Mn", "Cl", "Cl", "Cl", "H", "H", "H", "H", "H", "H", "H", "H", "H", "H", "H", "H", "H", "H", "H", "O", "H", "O", "Cl", "O", "O", "O"],
  "coordinates": [[-0.5751, 0.8179, -1.3655], [-1.4220, -0.3451, -1.2426], [-0.5790, -1.4920, -1.0107], [-2.9119, -0.3745, -1.3832], [0.8064, -1.0360, -1.0278], [0.8085, 0.3808, -1.2417], [2.0314, 1.2227, -1.4239], [-1.0542, 2.1790, -1.7281], [-1.0623, -2.8945, -0.9091], [2.0191, -1.9050, -0.9430], [-0.3475, -0.0514, 0.6126], [-2.5525, 0.1059, 1.5357], [0.4554, 1.9298, 1.2813], [0.4662, -1.8339, 1.7586], [-3.3546, 0.5765, -1.0573], [-3.3548, -1.1611, -0.7571], [-3.1643, -0.5593, -2.4314], [-1.9420, -2.9564, -0.2502], [-0.2860, -3.5621, -0.5164], [-1.3552, -3.2422, -1.9057], [1.8758, -2.7224, -0.2242], [2.9046, -1.3373, -0.6216], [2.2141, -2.3364, -1.9320], [2.8927, 0.8140, -0.8728], [1.8818, 2.2506, -1.0694], [2.2759, 1.2368, -2.4935], [-1.9399, 2.4471, -1.1342], [-1.3314, 2.1704, -2.7877], [-0.2733, 2.9314, -1.5646], [2.8105, 4.2060, 1.0869], [3.7517, 4.2599, 1.3951], [-0.9472, -0.9296, 5.2406], [0.0604, 0.0494, 4.9133], [-0.2807, 1.3817, 5.3538], [1.3917, -0.3366, 5.3295], [0.0878, 0.1160, 3.3864]],
  "mulliken_charge": [1.347, -0.164, 1.189, -1.415, 0.791, 0.603, -1.657, -1.799, -1.786, -1.601, 0.250, -0.442, -0.205, -0.409, 0.334, 0.335, 0.411, 0.382, 0.315, 0.315, 0.338, 0.392, 0.292, 0.364, 0.365, 0.289, 0.390, 0.310, 0.352, -0.999, 0.113, -0.669, 1.523, -0.652, -0.658, -0.542]
}